Molecular formula: C36H30AsCl2N6S2Tl
Method: DFT, the ωB97M-V functional and the def2-TZVPD basis

The calculation puts the largest force on an atom at 0.3 eV/Å. As for the net charge: -2. The relative energy (zero: lowest compared OMol25 entry of this formula, charge and spin) is 0.424 eV. The calculated total energy is -5843.42071 hartree.

Each line ends with the Löwdin charge.
CARTESIAN COORDINATES (ANGSTROEM)
Tl -1.6066 -0.2602 -3.9654  0.320
S -1.6696 1.7597 -5.5119  0.560
C -3.2828 2.2910 -5.1188  -0.748
C -3.7277 3.4036 -5.9121  -0.308
N -4.0586 4.2875 -6.5718  0.139
C -4.1284 1.7906 -4.1798  -0.736
S -3.8556 0.4421 -3.1032  0.546
C -5.4178 2.3995 -4.0177  -0.308
N -6.4617 2.8601 -3.8616  0.140
Cl 1.0894 3.6835 -3.3768  0.522
C 1.8504 2.8717 -2.0117  -1.007
Cl 1.8705 3.8989 -0.5547  0.503
H 2.8750 2.6445 -2.2653  -0.003
H 1.2827 1.9763 -1.7833  0.004
N 0.7216 0.8447 3.8163  0.184
C 1.0953 0.9773 5.1294  -0.191
C 1.8220 0.1594 5.9871  -0.023
C 2.0113 0.6203 7.2773  -0.116
C 1.4932 1.8557 7.6963  -0.119
C 0.7724 2.6632 6.8363  -0.032
C 0.5701 2.2174 5.5312  -0.236
N -0.1031 2.8121 4.4813  0.172
C 0.0087 1.9690 3.4858  -0.261
C -0.5426 2.1526 2.1370  -0.149
C -1.1538 3.3399 1.7494  -0.026
C -1.6043 3.4501 0.4426  -0.154
N -1.5011 2.4803 -0.4683  0.093
C -0.9410 1.3389 -0.0742  -0.122
C -0.4483 1.1359 1.2038  0.007
H 0.9350 0.0671 3.2074  0.143
H 2.2194 -0.7922 5.6585  0.105
H 2.5716 0.0155 7.9795  0.090
H 1.6650 2.1794 8.7156  0.088
H 0.3716 3.6170 7.1545  0.103
H -1.2481 4.1581 2.4501  0.104
H -2.0617 4.3728 0.1018  0.104
H -0.8436 0.5413 -0.8079  0.081
H 0.0033 0.1820 1.4288  0.095
C 0.1236 -0.8149 -2.8973  -0.197
C 0.9873 -0.8744 -2.0302  -0.226
C 1.9827 -0.9376 -1.0255  -0.213
C 1.7111 -1.7205 0.1408  -0.195
C 2.6211 -1.8915 1.2192  -0.071
C 2.2810 -2.5881 2.3668  -0.146
C 1.0310 -3.1841 2.5175  -0.153
C 0.1484 -3.1016 1.4386  -0.123
C 0.4725 -2.4091 0.2903  -0.064
C 3.2066 -0.1730 -1.2453  -0.196
C 3.9382 0.4534 -0.2185  -0.068
C 5.0482 1.2397 -0.4876  -0.115
C 5.4848 1.4428 -1.7907  -0.139
C 4.7720 0.8413 -2.8248  -0.125
C 3.6652 0.0549 -2.5601  -0.057
H 3.6175 -1.4798 1.1471  0.079
H 3.0198 -2.6778 3.1579  0.086
H 0.7689 -3.7250 3.4180  0.075
H -0.8198 -3.5871 1.5037  0.081
H -0.2427 -2.3561 -0.5232  0.060
H 3.5903 0.3849 0.8037  0.092
H 5.5601 1.7255 0.3360  0.092
H 6.3473 2.0643 -1.9973  0.082
H 5.0798 0.9919 -3.8537  0.094
H 3.1117 -0.3880 -3.3789  0.108
N -2.3745 -3.0336 -5.8716  -0.051
C -2.1144 -2.0671 -5.2919  -0.382
C -3.7239 -3.1682 -0.0741  -0.335
As -2.9588 -2.8233 -1.8534  1.022
C -1.8145 -4.4077 -1.9642  -0.317
C -4.4683 -3.5228 -2.8862  -0.335
H -4.0920 -4.1933 0.0014  0.015
H -4.5464 -2.4737 0.0976  0.014
H -2.9666 -2.9976 0.6909  -0.006
H -2.3653 -5.3085 -1.6863  0.018
H -0.9537 -4.2818 -1.3075  -0.001
H -1.4585 -4.4952 -2.9907  0.018
H -4.7871 -4.4925 -2.4979  0.015
H -4.1609 -3.6181 -3.9266  -0.009
H -5.2942 -2.8135 -2.8317  0.013



Molecular formula: C20H21N3O4
Method: DFT, the ωB97M-V functional and the def2-TZVPD basis

The calculation puts the largest force on an atom at 11.9 eV/Å. The SMILES is N[C@@H](Cc1c[nH]c2ccccc12)C(=O)N[C@@H](Cc1ccc(O)cc1)C(=O)O. The relative energy (zero: lowest compared OMol25 entry of this formula, charge and spin) is 11.922 eV. The calculated total energy is -1239.60777 hartree.

Each line ends with the Löwdin charge.
CARTESIAN COORDINATES (ANGSTROEM)
N 2.1969 3.9163 -0.1576  -0.036
C 2.1362 2.5713 -0.1185  -0.404
C 2.4735 1.8889 1.3089  -0.059
C 2.6566 0.3413 1.2937  -0.220
C 2.0895 -0.3608 2.4205  0.024
N 2.4095 -1.7914 2.1091  0.046
C 2.9160 -1.8114 0.9580  -0.336
C 3.5980 -3.0226 0.2897  0.024
C 4.4248 -2.6546 -0.7400  -0.110
C 4.5966 -1.3237 -1.1887  -0.194
C 4.1525 -0.2826 -0.7118  -0.036
C 3.2497 -0.5414 0.4493  -0.149
C 0.6421 2.1753 -0.5405  -0.400
O -0.3238 2.5370 0.1636  -0.005
N 0.3142 1.0950 -1.2919  0.100
C -0.8840 0.3620 -0.8065  -0.169
C -2.3654 0.7328 -1.4723  -0.066
C -3.5190 0.1163 -0.7064  -0.294
C -4.0431 0.9182 0.3370  -0.094
C -5.2886 0.6715 0.9994  -0.017
C -6.0009 -0.6902 0.6976  -0.383
O -6.9634 -1.2309 1.4395  -0.029
C -5.4372 -1.4740 -0.2952  -0.040
C -4.1697 -1.0947 -0.9176  -0.028
C -0.6025 -1.1447 -0.9397  -0.376
O -1.4941 -1.8342 -1.5063  0.033
O 0.6004 -1.5972 -0.5481  0.097
H 2.1643 4.3678 -1.2073  0.158
H 1.2906 4.4723 0.2656  0.159
H 2.8015 2.1595 -0.9706  0.148
H 3.3887 2.5395 1.7391  0.142
H 1.6240 1.9781 2.3080  0.181
H 1.5012 -0.0040 3.2041  0.075
H 2.6550 -2.6658 2.9548  0.290
H 3.5262 -4.0061 0.6240  0.072
H 4.7592 -3.3698 -1.5948  0.132
H 5.4063 -1.4115 -2.0601  0.151
H 4.3131 0.6667 -1.1289  0.098
H 1.1639 0.4515 -1.1681  0.142
H -0.9703 0.6741 0.2648  0.149
H -2.3273 0.4534 -2.5484  0.116
H -2.4603 1.9317 -1.3736  0.150
H -4.0070 2.1792 0.5613  0.172
H -5.8484 1.5338 1.6856  0.145
H -7.6641 -1.6869 0.6294  0.242
H -6.0306 -2.3635 -0.5285  0.103
H -3.5289 -1.8243 -1.6365  0.143
H 0.8781 -2.5468 -0.5451  0.154



Molecular formula: C2H9NOS
Method: DFT, the ωB97M-V functional and the def2-TZVPD basis

The calculation puts the largest force on an atom at 1.3 eV/Å. The SMILES is NCO.CS. The relative energy (zero: lowest compared OMol25 entry of this formula, charge and spin) is 0.611 eV. The calculated total energy is -609.74678 hartree.

Each line ends with the Löwdin charge.
CARTESIAN COORDINATES (ANGSTROEM)
N 3.4206 -3.5022 1.2558  0.011
C 3.1852 -2.3994 0.3154  -0.357
O 2.7516 -1.2557 1.0013  -0.070
H 4.4075 -3.5473 1.4652  0.061
H 3.1125 -4.4007 0.9166  0.062
H 4.0815 -2.2440 -0.2927  0.107
H 2.3584 -2.6641 -0.3214  0.104
H 3.0756 -1.3257 1.9120  0.082
C -4.5572 3.3084 -1.4571  -0.475
S -4.6579 3.9054 0.2663  0.610
H -4.5193 2.2595 -1.3684  -0.008
H -5.4464 3.5928 -1.9853  0.012
H -3.6647 3.6226 -1.9893  0.034
H -3.5474 4.6505 0.2816  -0.174



Molecular formula: C14H28IN2O5S
Method: DFT, the ωB97M-V functional and the def2-TZVPD basis

The calculation puts the largest force on an atom at 1.6 eV/Å. As for the net charge: +1. The calculated total energy is -1731.54216 hartree.

Each line ends with the Löwdin charge.
CARTESIAN COORDINATES (ANGSTROEM)
C 0.4093 -1.3780 -0.0538  0.031
C 1.1635 -0.1228 -0.4016  -0.522
O 2.3236 0.0605 -0.2001  0.152
O 0.3449 0.8356 -0.9561  -0.034
C 0.3742 2.1264 -0.3431  -0.154
C -0.9662 2.3437 0.3573  -0.219
C -1.0187 1.5085 1.6313  -0.392
S -2.6245 0.9510 2.2793  0.642
I -4.1617 2.6802 1.7803  0.785
C -3.0337 -0.4862 1.2709  -0.340
C -3.0629 -0.2649 -0.2258  -0.404
C -4.2741 0.3037 -0.8425  -0.090
O -3.8897 -1.1036 -0.9660  -0.003
H -0.6009 -1.3810 -0.4468  0.072
H 0.9423 -2.2415 -0.4462  0.106
H 0.3671 -1.4713 1.0320  0.075
H 1.1805 2.1767 0.3911  0.141
H 0.5284 2.9081 -1.0827  0.106
H -1.7755 2.0931 -0.3279  0.092
H -1.0657 3.4028 0.5978  0.119
H -0.5906 2.0493 2.4755  0.103
H -0.4773 0.5639 1.5286  0.082
H -4.0084 -0.8554 1.5869  0.118
H -2.2361 -1.1922 1.5405  0.080
H -2.1187 -0.0082 -0.6896  0.116
H -4.1469 0.8730 -1.7527  0.123
H -5.2163 0.2991 -0.3136  0.106
C 1.9848 3.7205 -3.7994  -0.337
O 1.9160 3.7963 -2.5820  -0.008
N 2.4508 2.6516 -4.4613  -0.191
C 2.5251 2.6104 -5.9086  -0.052
C 2.9003 1.5018 -3.6912  -0.026
H 1.6713 4.5441 -4.4601  0.136
H 1.9198 1.7923 -6.3026  0.091
H 3.5559 2.4709 -6.2373  0.093
H 2.1537 3.5474 -6.3183  0.084
H 2.0861 1.1072 -3.0832  0.076
H 3.7108 1.7824 -3.0192  0.100
H 3.2473 0.7328 -4.3766  0.090
C -0.6099 -3.0982 3.3653  -0.361
O -1.0677 -3.3316 2.2545  -0.013
N 0.4974 -3.6639 3.8585  -0.189
C 0.9963 -3.3654 5.1881  -0.047
C 1.2166 -4.6208 3.0280  -0.024
H -1.0887 -2.3959 4.0705  0.132
H 2.0030 -2.9487 5.1358  0.094
H 1.0238 -4.2682 5.7989  0.096
H 0.3418 -2.6413 5.6694  0.083
H 1.5476 -4.1507 2.1023  0.089
H 0.5716 -5.4593 2.7682  0.099
H 2.0807 -4.9840 3.5772  0.092



Molecular formula: C24H37FN2O2
Method: DFT, the ωB97M-V functional and the def2-TZVPD basis

The calculation puts the largest force on an atom at 0.2 eV/Å. The SMILES is Cc1cc(C(=O)N(C)CCCCCCNC(=O)C[C@H]2CCCC[C@@H]2C)ccc1F. The relative energy (zero: lowest compared OMol25 entry of this formula, charge and spin) is 0.281 eV. The calculated total energy is -1296.63912 hartree.

Each line ends with the Löwdin charge.
CARTESIAN COORDINATES (ANGSTROEM)
C -7.3906 -0.8332 -2.2169  -0.031
C -6.4630 -1.1997 -1.0960  -0.196
C -6.2267 -0.3677 -0.0092  0.007
C -5.3694 -0.7344 1.0218  -0.152
C -5.1802 0.1156 2.2438  -0.437
O -5.3262 -0.3752 3.3513  0.069
N -4.8830 1.4403 2.0671  -0.099
C -4.8152 2.2653 3.2606  -0.036
C -4.2077 1.9688 0.8886  -0.169
C -2.6958 2.1009 1.0715  -0.185
C -2.0309 0.7699 1.3974  -0.212
C -0.5172 0.8697 1.5296  -0.220
C 0.1344 -0.4735 1.8287  -0.194
C 1.6476 -0.3914 1.9926  -0.185
N 2.3325 0.0608 0.7919  0.065
C 2.5551 -0.7780 -0.2575  -0.505
O 2.1753 -1.9359 -0.2440  0.059
C 3.3226 -0.1672 -1.4113  -0.077
C 4.8373 -0.1277 -1.1515  -0.299
C 5.3709 -1.5096 -0.7643  -0.159
C 6.8693 -1.4865 -0.4867  -0.199
C 7.6413 -0.9238 -1.6734  -0.204
C 7.1067 0.4472 -2.0676  -0.182
C 5.6048 0.4304 -2.3600  -0.359
C 5.1350 1.8202 -2.7757  -0.070
C -4.7361 -1.9694 0.9823  -0.014
C -4.9310 -2.8150 -0.0982  0.013
C -5.7836 -2.4093 -1.1023  -0.236
F -5.9804 -3.2350 -2.1525  0.067
H -6.8404 -0.6734 -3.1457  0.088
H -8.1140 -1.6259 -2.4063  0.085
H -7.9306 0.0815 -1.9771  0.078
H -6.7403 0.5870 0.0362  0.129
H -5.4782 1.8471 4.0110  0.088
H -3.8076 2.3036 3.6839  0.090
H -5.1263 3.2805 3.0079  0.093
H -4.4021 1.3069 0.0486  0.109
H -4.6467 2.9418 0.6499  0.123
H -2.2811 2.5089 0.1447  0.118
H -2.4680 2.8303 1.8545  0.107
H -2.4452 0.3717 2.3300  0.118
H -2.2792 0.0410 0.6172  0.122
H -0.1014 1.2799 0.6033  0.111
H -0.2699 1.5839 2.3251  0.119
H -0.2878 -0.8882 2.7494  0.119
H -0.0881 -1.1837 1.0290  0.115
H 1.9054 0.2972 2.7998  0.120
H 2.0419 -1.3754 2.2494  0.120
H 2.6478 1.0120 0.7272  0.136
H 3.1168 -0.7862 -2.2868  0.135
H 2.9446 0.8375 -1.6080  0.110
H 5.0268 0.5540 -0.3080  0.149
H 4.8320 -1.8910 0.1045  0.113
H 5.1578 -2.2070 -1.5832  0.132
H 7.0627 -0.8671 0.3968  0.115
H 7.2196 -2.4927 -0.2466  0.109
H 8.7067 -0.8607 -1.4409  0.107
H 7.5435 -1.6062 -2.5250  0.115
H 7.2942 1.1583 -1.2526  0.123
H 7.6412 0.8276 -2.9422  0.113
H 5.4349 -0.2612 -3.1974  0.150
H 5.1894 2.5131 -1.9304  0.087
H 5.7740 2.2165 -3.5668  0.078
H 4.1114 1.8232 -3.1498  0.069
H -4.0978 -2.2643 1.8045  0.124
H -4.4423 -3.7770 -0.1661  0.122



Molecular formula: C5F4O5S
Method: DFT, the ωB97M-V functional and the def2-TZVPD basis

The calculation puts the largest force on an atom at 2.7 eV/Å. As for the net charge: -2. The SMILES is O=[S@@]1([O-])=C(C(F)(F)C(F)(F)C2=C([O-])O2)O1. The relative energy (zero: lowest compared OMol25 entry of this formula, charge and spin) is 0.000 eV. The calculated total energy is -1364.22282 hartree.

Each line ends with the Löwdin charge.
CARTESIAN COORDINATES (ANGSTROEM)
O -2.8916 0.2557 1.4878  -0.378
S -2.0527 1.2677 0.8347  0.582
O -2.1211 2.5975 1.4598  -0.397
C -0.9654 1.2698 -0.5130  -0.150
C -0.4580 0.0125 -1.0817  -0.500
F -0.4297 0.0573 -2.4567  0.056
F -1.2227 -1.0916 -0.7223  0.038
C 1.0137 -0.2140 -0.6093  -0.392
F 1.6019 1.0641 -0.5638  0.021
F 1.6768 -0.8270 -1.7207  -0.002
C 1.1799 -0.7824 0.7174  -0.019
C 2.1517 -1.6982 1.1218  -0.575
O 2.5202 -2.8279 1.3556  0.018
O 2.5845 -0.4325 1.3270  -0.001
O -2.5876 1.3491 -0.6368  -0.301